C29H73N3O9 | ωB97M-V with the def2-TZVPD basis set

```
114
Properties=species:S:1:pos:R:3:mulliken_charge:R:1
O 0.19281 -3.65732 -1.01932 -0.4699
O -0.67417 0.20885 1.82923 0.5291
O -2.92009 -3.17551 -1.37836 -0.7009
O 2.37040 0.16850 -3.61984 -0.6527
O -3.41167 1.49957 1.96942 -0.5951
O -4.90966 -0.20353 -4.38987 -0.5486
O -1.39932 -0.71257 -1.09927 0.6047
O 1.08311 -1.74658 0.99236 0.3875
O 1.08676 -2.30971 -3.23757 -0.6752
N 2.99806 0.54374 -2.46845 1.5141
N -3.94356 1.75323 0.73063 1.0429
N 1.58993 -2.04765 2.32701 0.2994
C 4.45075 0.31082 -2.47271 1.1646
C 2.46958 1.89795 -2.03380 1.8537
C -3.52528 -0.11192 -3.84346 -0.1091
C -4.27909 3.47416 -1.08147 -1.2894
C -5.28538 1.07671 0.37396 1.6981
C -0.58638 -2.87447 3.11925 -1.7661
C -3.68772 3.14707 0.32535 1.7555
C -5.04104 -0.44555 0.43389 -2.1882
C 2.70807 3.10112 -3.01417 -1.8110
C 0.06257 0.87693 2.82349 -0.7749
C 5.22589 1.05053 -3.47188 -1.9479
C 3.09741 2.32761 -0.69045 -0.9265
C 5.03610 0.76283 -1.14143 -0.5124
C -5.75093 1.49502 -1.05591 -0.8844
C -2.14493 3.37781 0.22434 -2.0789
C 2.91763 -3.16911 4.70552 -0.6650
C 0.96619 1.76255 -1.72214 -1.9995
C 3.18246 -0.23206 2.10623 -1.6845
C 3.31731 -1.86357 4.04543 -1.2186
C 1.38026 -3.27805 4.56082 -1.3282
C 4.69294 -1.23825 -2.57135 -1.5219
C -4.40966 4.19255 1.18718 -2.0475
C -5.68650 2.94810 -1.31835 -0.8619
C 0.91636 -3.21306 3.05303 1.4271
C 3.02671 -1.74475 2.53394 1.0499
C -6.34899 1.29490 1.42332 -1.6567
C 3.85906 -2.66132 1.63362 -1.2876
C 4.64676 2.15062 -0.71559 -0.9002
C 1.12354 -4.59728 2.36267 -1.5015
H -0.61055 -1.90079 3.60859 0.3828
H -3.72286 2.89413 -1.81786 0.2174
H 1.62337 -2.29430 0.41815 -0.1549
H -0.75184 1.36375 3.36002 0.3659
H 0.70338 -4.15923 -1.65464 0.2857
H 4.21223 0.12385 2.13775 0.7042
H -0.49153 -0.54294 -1.35100 -0.4334
H -0.98038 -2.84941 2.10326 0.2116
H -6.20830 2.19891 2.01585 0.3448
H 1.71664 -0.43496 -3.25922 0.3600
H -2.77105 -3.43924 -2.28636 0.2889
H 3.50546 -2.57719 0.60600 -0.0471
H 3.02461 3.41207 -0.60824 0.5186
H -3.15153 -1.11164 -3.62216 0.0157
H -0.71476 -3.76072 -1.30542 0.1828
H 2.57242 0.41409 2.73746 0.3423
H 6.12503 0.78592 -1.18394 0.5199
H -4.59333 -0.77416 1.37180 0.5055
H 1.08515 -4.22717 5.00823 0.4253
H 1.90438 3.72006 -3.41303 0.3711
H 0.49205 0.18759 3.55045 0.1895
H 1.77241 -2.94551 -3.44216 0.2907
H -5.32706 0.92270 -1.88108 0.2841
H -7.28862 1.32897 0.87193 0.3202
H 3.15801 -3.13906 5.76826 0.4348
H 0.80462 -2.53770 -2.35176 0.4474
H -6.83786 1.41510 -1.03872 0.2610
H 3.51145 3.80442 -2.79498 0.3323
H -4.25353 4.07027 2.25898 0.4048
H -1.33613 -1.13037 -0.24038 0.0931
H -4.03050 5.19739 1.00112 0.4387
H -1.75049 3.45382 1.23762 0.4068
H 5.76298 -1.43844 -2.62647 0.4093
H 0.73030 1.64570 2.43461 0.2138
H 5.17264 2.86081 -1.35370 0.4101
H -4.16815 -0.71634 -0.16011 0.2843
H 1.04406 -4.52696 1.27784 0.0556
H -1.16135 -3.55659 3.74553 0.5263
H 4.88425 -2.29626 1.57186 0.4766
H -5.08324 0.52547 -4.98990 0.2902
H -5.92425 3.11954 -2.36820 0.4709
H -5.83817 -1.14927 0.19416 0.4397
H -1.60458 2.51373 -0.16229 0.1759
H 4.94113 0.90755 -4.51427 0.3111
H -0.26550 -0.59465 1.49911 -0.3643
H 2.80536 -1.09581 4.62557 0.2713
H 3.44449 -3.99902 4.23461 0.3485
H 4.97687 2.35392 0.30313 0.4875
H 4.38085 -1.66772 4.18187 0.4647
H 0.89211 0.87527 -1.09338 -0.4481
H -1.81145 4.14933 -0.46967 0.4853
H -2.83652 0.26208 -4.60098 0.3832
H 3.90844 -3.69779 1.96737 0.2876
H 2.60078 1.95382 0.20495 -0.0001
H 6.28592 0.81439 -3.37880 0.4218
H 5.09077 2.11811 -3.29833 0.4166
H -6.46788 3.60943 -0.94393 0.4172
H -5.49545 4.23517 1.10140 0.3545
H 2.13905 -4.96986 2.49686 0.3105
H 2.84181 -0.08196 1.08176 -0.0102
H 0.40127 1.69914 -2.65216 0.7668
H 0.37075 -5.33209 2.64807 0.4755
H -4.09949 4.52563 -1.30565 0.5742
H 4.19668 -1.70825 -1.72228 0.0082
H -2.91276 -2.21863 -1.40210 0.2440
H -2.56159 1.12496 1.72727 0.3092
H -3.47484 0.40104 -2.88303 -0.0426
H -6.46929 0.52299 2.18344 0.3865
H 0.89154 -2.56289 5.22249 0.3866
H 3.06108 2.70928 -3.96808 0.4190
H 4.24020 -1.68457 -3.45675 0.3298
H 0.66297 2.67149 -1.20255 0.5492
H 4.66049 0.09106 -0.36959 -0.3292
```

The value obtained for the LUMO energy is -0.051 eV. Its SMILES is CC1(C)CCCC(C)(C)N1O.CC1(C)CCCC(C)(C)N1O.CC1(C)CCCC(C)(C)N1O.CO.CO.O.O.O.O. The calculation puts the gap between HOMO and LUMO at 7.43 eV.